(1)
This record from the OMol25 dataset describes a structure of composition C21H27N4O5PPd at a distorted geometry. The level of theory is the ωB97M-V functional and the def2-TZVPD basis.

Each line ends with the Löwdin charge.
Atoms and positions in Å:
Pd: 0.82 -0.66 0.04  0.309
O: 4.42 -0.18 1.26  -0.036
C: 3.54 -0.96 0.89  -0.646
O: 3.18 -1.16 -0.33  -0.160
C: 2.82 -1.87 1.95  -0.668
O: 3.52 -2.79 2.44  -0.099
O: 1.60 -1.66 2.18  -0.118
C: -1.79 -0.11 -2.18  -0.287
P: -1.22 0.10 -0.43  0.845
C: -2.73 -0.65 0.33  -0.333
C: -2.87 -2.03 0.15  -0.101
C: -4.00 -2.70 0.59  -0.105
C: -5.01 -2.01 1.25  -0.132
C: -4.87 -0.65 1.46  -0.120
C: -3.75 0.03 1.00  -0.092
C: -1.56 1.87 -0.14  -0.361
C: -1.41 2.34 1.17  -0.134
C: -1.59 3.68 1.49  -0.109
C: -1.87 4.60 0.48  -0.125
C: -1.97 4.16 -0.83  -0.117
C: -1.82 2.81 -1.14  -0.103
H: -2.82 0.23 -2.33  0.035
H: -1.69 -1.17 -2.40  -0.006
H: -1.10 0.43 -2.84  0.023
H: -2.05 -2.57 -0.32  0.087
H: -4.09 -3.77 0.43  0.092
H: -5.90 -2.53 1.59  0.082
H: -5.65 -0.10 1.99  0.086
H: -3.67 1.10 1.16  0.086
H: -1.15 1.62 1.94  0.108
H: -1.49 4.01 2.51  0.095
H: -2.01 5.65 0.72  0.083
H: -2.17 4.87 -1.62  0.088
H: -1.92 2.49 -2.17  0.086
C: 2.02 1.25 -2.66  -0.083
C: 1.98 2.38 -1.64  -0.300
O: 1.98 1.81 -0.36  -0.214
C: 2.03 2.76 0.68  -0.285
C: 2.02 2.04 2.01  -0.073
H: 1.62 1.56 -3.63  0.060
H: 1.43 0.42 -2.26  0.031
H: 3.04 0.88 -2.79  0.071
H: 1.08 3.00 -1.78  0.101
H: 2.86 3.04 -1.75  0.109
H: 1.17 3.44 0.59  0.097
H: 2.95 3.36 0.57  0.112
H: 1.28 1.23 1.96  0.047
H: 1.78 2.72 2.84  0.066
H: 2.98 1.57 2.19  0.061
N: 3.28 -3.88 -0.58  0.184
C: 2.28 -4.73 -0.43  -0.524
N: 2.53 -5.90 0.27  0.126
N: 1.10 -4.63 -0.99  0.086
C: 0.71 -3.46 -1.47  -0.384
N: 0.25 -2.51 -1.95  0.108
H: 3.92 -3.78 0.20  0.098
H: 3.07 -2.92 -0.93  0.081
H: 3.21 -5.77 1.01  0.088
H: 1.68 -6.34 0.58  0.083

Properties
**HOMO level**: 0.057 eV
**Energy**: -1880.9483 a.u.
**Relative energy (zero: lowest compared OMol25 entry of this formula, charge and spin)**: 21.6 kcal per mole
**Net charge**: -2
**Strongest force on any atom**: 1.72 eV/Å



(2)
This record from the OMol25 dataset describes a structure of composition C21H27N6O7Re at a distorted geometry. The level of theory is the ωB97M-V functional and the def2-TZVPD basis.

Each line ends with the Löwdin spin population.
Atoms and positions in Å:
Re: 0.38 -0.23 0.34  0.708
O: 1.68 1.09 5.51  0.001
C: 0.64 1.91 5.29  0.000
C: 0.18 2.70 6.34  0.000
C: -0.88 3.57 6.15  0.000
C: -1.52 3.67 4.92  0.000
C: -1.07 2.88 3.87  0.000
C: 0.00 1.99 4.03  0.000
C: 0.43 1.17 2.86  0.000
O: -0.20 1.26 1.77  0.009
N: 1.50 0.45 3.01  0.006
N: 1.90 -0.19 1.82  0.019
C: 3.11 0.07 1.53  -0.013
C: 3.76 -0.41 0.32  0.002
C: 5.08 -0.85 0.42  -0.002
C: 5.81 -1.31 -0.66  0.002
C: 5.20 -1.31 -1.91  -0.002
C: 3.89 -0.85 -2.05  0.002
C: 3.14 -0.37 -0.95  0.002
O: 1.95 0.10 -1.14  0.001
H: 1.87 0.65 4.63  0.000
H: 0.68 2.62 7.29  0.000
H: -1.22 4.18 6.98  0.000
H: -2.35 4.35 4.78  0.000
H: -1.54 2.90 2.89  0.000
H: 3.70 0.71 2.19  -0.001
H: 5.54 -0.84 1.41  0.000
H: 6.83 -1.66 -0.54  0.000
H: 5.74 -1.66 -2.78  0.000
H: 3.41 -0.83 -3.02  0.000
N: -0.22 -1.73 -1.20  -0.005
C: -1.53 -1.28 -1.73  0.001
C: -2.37 -2.41 -2.35  0.000
C: -3.60 -1.92 -3.18  0.000
C: -3.31 -0.87 -4.29  0.000
N: -2.91 0.40 -3.69  0.001
C: -1.93 1.13 -4.20  0.000
N: -1.07 1.82 -3.47  0.002
N: -1.77 1.15 -5.56  0.000
C: -2.34 -0.44 -0.75  0.001
O: -3.40 0.09 -1.24  0.000
O: -1.99 -0.32 0.42  0.014
H: 0.48 -1.73 -1.92  0.001
H: -0.25 -2.65 -0.77  0.002
H: -1.23 -0.61 -2.53  0.001
H: -2.73 -3.08 -1.56  0.000
H: -1.72 -3.01 -3.00  0.000
H: -4.33 -1.49 -2.51  0.000
H: -4.07 -2.79 -3.66  0.000
H: -4.19 -0.75 -4.93  0.000
H: -2.49 -1.25 -4.92  0.000
H: -3.00 0.37 -2.55  0.000
H: -0.78 1.50 -2.49  0.001
H: -0.29 2.25 -3.94  0.000
H: -2.44 0.69 -6.15  0.000
H: -0.99 1.62 -5.98  0.000
C: -0.58 -2.31 2.77  0.006
O: -0.19 -1.72 1.60  0.051
H: 0.16 -3.05 3.11  0.000
H: -1.55 -2.83 2.66  0.000
H: -0.70 -1.57 3.58  0.003
O: -0.27 1.02 -0.87  0.187

Properties
**HOMO level (spin up / spin down)**: -3.028 / -2.708 eV
**Energy**: -1749.9749 a.u.
**Multiplicity**: 2
**Relative energy (zero: lowest compared OMol25 entry of this formula, charge and spin)**: 80.8 kcal per mole
**Net charge**: -1
**Strongest force on any atom**: 4.65 eV/Å